Entry from the OMol25 dataset: a molecular structure, C25H28BCuN7O2 in a non-equilibrium geometry (ωB97M-V with the def2-TZVPD basis set).

Summary:
Multiplicity: 2
Electronic energy: -86217.233 eV
HOMO level (alpha / beta): -6.7 / -6.7 eV
Gap between HOMO and LUMO (alpha / beta): 5.221 / 4.580 eV

Last column: Mulliken charge in e.
Cartesian coordinates (Å):
H1 -0.5423 2.7315 -0.3185  0.526
N1 -0.2165 1.5611 -2.0344  0.187
B1 0.4082 0.6527 -4.2473  0.055
N2 0.3530 1.8415 -3.2507  -0.017
C1 0.7097 3.1412 -3.3296  -0.276
Cu1 -1.2868 -1.4101 -1.7824  -0.224
H2 1.1629 3.5325 -4.2293  0.437
C2 0.3821 3.7364 -2.1086  -1.130
H3 0.5186 4.7514 -1.8067  0.416
C3 -0.1876 2.6934 -1.3274  -0.298
H4 0.9455 0.9548 -5.2695  -0.104
C4 -1.7082 -2.3904 -0.1748  0.286
H5 -2.4559 -1.8809 0.4514  0.286
H6 -0.7891 -2.6090 0.3953  -0.592
H7 -2.1075 -3.3523 -0.5593  0.442
N3 -1.0795 0.2446 -4.3862  -0.340
N4 1.1978 -0.4394 -3.4492  0.038
N5 -1.6781 -0.5390 -3.3498  0.547
N6 0.7039 -1.0723 -2.3229  0.286
C5 -1.9661 0.4083 -5.3744  -0.058
C6 2.4939 -0.7680 -3.6058  -0.246
H8 -1.6816 0.8615 -6.3250  0.474
H9 3.0426 -0.3863 -4.4569  0.443
C7 -3.1981 -0.1211 -4.9716  -0.953
C8 2.8632 -1.5925 -2.5600  -1.143
C9 -3.0205 -0.6874 -3.7331  -0.258
C10 1.7142 -1.7540 -1.7664  -0.191
H10 -4.1051 -0.1412 -5.5600  0.409
H11 3.8182 -2.0406 -2.3851  0.437
H12 -3.7055 -1.1153 -3.0194  0.418
H13 1.5643 -2.3141 -0.8608  0.268
H14 -1.0626 -1.3734 -3.4487  0.645
C11 3.6964 1.1384 2.5106  -1.811
C12 2.9029 -0.1375 2.4443  1.291
C13 3.4345 -1.2321 1.7690  -0.989
C14 2.7045 -2.4137 1.6261  -1.037
C15 1.4013 -2.4725 2.1195  -0.691
C16 0.8408 -1.3487 2.7516  0.265
N7 -0.5061 -1.4182 3.0623  0.197
C17 -1.4761 -0.4248 3.2991  -0.616
C18 -2.2212 -0.5046 4.4907  -0.321
C19 -3.1735 0.4620 4.7897  -0.560
C20 -3.4336 1.4872 3.8707  -0.686
C21 -2.7612 1.5130 2.6449  -0.467
C22 -1.7980 0.5489 2.3458  0.621
C23 -1.1075 0.5524 0.9779  0.428
O1 -1.8602 0.3593 -0.0200  -0.725
O2 0.1316 0.7965 0.9719  -0.384
C24 1.6385 -0.2229 3.0444  0.929
C25 1.1341 0.8600 3.9325  -1.461
H15 3.1329 1.9871 2.1013  0.292
H16 3.9939 1.3993 3.5341  0.371
H17 4.6130 1.0380 1.9211  0.387
H18 4.4397 -1.1449 1.3460  0.294
H19 3.1405 -3.2792 1.1329  0.426
H20 0.7908 -3.3666 1.9880  0.483
H21 -0.8752 -2.3621 3.1220  0.374
H22 -2.0151 -1.3297 5.1786  0.425
H23 -3.7156 0.4086 5.7351  0.376
H24 -4.1806 2.2497 4.0967  0.384
H25 -2.9770 2.2766 1.8966  0.443
H26 0.4719 1.5365 3.3764  0.153
H27 0.5823 0.4615 4.7909  0.332
H28 1.9641 1.4587 4.3163  0.507